Formula: C37H53MgN4O2P2
Source: the Open Molecules 2025 dataset
Level of theory: wB97M-V/def2-TZVPD

Properties
HOMO level (eV): -8.4
Total charge: +1
Frontier orbital gap (eV): 5.513
Max |F| (eV/Å): 4.86
DFT total energy (eV): -73303.6251

Each line ends with the Mulliken charge.
Atoms and positions in Å:
C 1.8411 -1.9509 -1.2733  0.075
C 1.9784 0.2667 -2.0457  0.443
C 2.8375 -2.3341 -2.1672  -0.789
C 2.7803 -0.1533 -3.1379  -1.241
C 3.2440 -1.4500 -3.1746  -0.961
H 3.2649 -3.3273 -2.0625  0.521
H 3.0729 0.6074 -3.8635  0.509
H 3.9197 -1.7712 -3.9587  0.434
N 1.3573 -0.6979 -1.2505  0.828
P -0.2136 -2.7261 0.5287  0.329
P 1.4558 2.3282 -0.1795  0.520
C 1.4335 -2.9976 -0.2253  -1.718
H 1.4660 -3.9958 -0.6891  0.678
H 2.1863 -3.0204 0.5835  0.800
C 1.9284 1.6547 -1.7460  -1.562
H 2.2134 2.3271 -2.5641  0.251
C 0.0301 3.6050 -0.4784  2.371
C 3.1043 3.2051 0.1989  1.923
C -1.3354 -3.6258 -0.7281  2.066
C -0.0607 -3.6748 2.1758  1.860
C -1.2466 3.0249 0.1553  -1.647
H -1.0826 2.7339 1.1995  0.286
H -2.0351 3.7928 0.1388  0.680
H -1.6269 2.1470 -0.3907  -0.032
C 0.3144 4.9502 0.2006  -1.839
H 0.4660 4.8345 1.2802  0.285
H 1.1748 5.4668 -0.2364  0.269
H -0.5654 5.5955 0.0557  0.554
C -0.2115 3.8134 -1.9737  -1.838
H -1.0285 4.5430 -2.0885  0.501
H 0.6666 4.2089 -2.4989  0.309
H -0.5284 2.8878 -2.4717  0.234
C 3.0660 3.7181 1.6516  -1.761
H 2.7840 2.9295 2.3618  0.260
H 4.0683 4.0833 1.9199  0.523
H 2.3585 4.5445 1.7839  0.277
C 4.2097 2.1482 0.0450  -1.642
H 4.0234 1.2578 0.6533  0.126
H 4.3019 1.8402 -1.0022  0.308
H 5.1678 2.5928 0.3529  0.611
C 3.3691 4.3357 -0.8140  -1.545
H 2.8977 4.1587 -1.7868  0.251
H 3.0558 5.3189 -0.4434  0.365
H 4.4504 4.3978 -1.0029  0.430
C -1.4674 -3.8178 2.7698  -1.715
H -1.3695 -4.2541 3.7746  0.528
H -1.9572 -2.8390 2.8745  0.225
H -2.1099 -4.4868 2.1830  0.282
C 0.7766 -2.8059 3.1285  -1.750
H 1.8141 -2.6858 2.7926  0.307
H 0.3308 -1.8143 3.2768  0.169
H 0.8038 -3.3071 4.1078  0.608
C 0.6100 -5.0485 2.0335  -1.597
H 0.7664 -5.4513 3.0449  0.523
H -0.0120 -5.7731 1.4991  0.304
H 1.5911 -4.9959 1.5447  0.256
C -1.0113 -3.1314 -2.1529  -1.848
H -1.7893 -3.5043 -2.8462  0.603
H -1.0064 -2.0353 -2.2242  0.152
H -0.0454 -3.5145 -2.5117  0.252
C -2.8031 -3.2926 -0.4077  -1.369
H -3.0003 -2.2171 -0.4775  -0.033
H -3.4370 -3.8110 -1.1455  0.544
H -3.0914 -3.6419 0.5918  0.246
C -1.1528 -5.1460 -0.6734  -1.811
H -0.1076 -5.4577 -0.7982  0.280
H -1.5586 -5.5749 0.2517  0.333
H -1.7272 -5.5818 -1.5054  0.526
Mg -0.3580 -0.1063 0.0847  3.829
C 1.5991 0.0881 1.3359  -0.774
O 2.5252 -0.0878 2.0112  -0.341
N -2.1899 -0.0865 -1.0276  -0.858
C -2.7871 0.0203 -2.0506  0.584
C -2.8978 0.3512 -3.4336  0.109
C -4.1286 0.4085 -4.1182  -0.518
C -1.6956 0.6621 -4.1070  -0.051
C -4.1519 0.8134 -5.4551  -0.573
H -5.0560 0.1514 -3.6027  0.477
C -1.7287 1.0479 -5.4475  -0.769
H -0.7360 0.5890 -3.5774  0.283
C -2.9554 1.1370 -6.1141  -0.424
H -5.1024 0.8789 -5.9926  0.395
H -0.7848 1.2641 -5.9452  0.456
H -2.9616 1.4546 -7.1593  0.394
N -0.4999 1.9063 6.5503  -0.374
C -0.0862 1.9078 5.2486  0.350
O 0.9475 2.4668 4.8739  -0.586
C -1.0007 1.2030 4.2946  -0.169
C -2.2597 0.6734 4.6179  -0.698
C -2.9593 -0.0340 3.6425  -0.804
C -2.3973 -0.1980 2.3698  -0.536
N -1.1917 0.3241 2.0546  0.775
C -0.5379 1.0605 2.9811  -0.380
H 0.1540 2.2630 7.2330  0.276
H -1.1953 1.2537 6.8821  0.155
H -2.6878 0.8252 5.6069  0.439
H -3.9358 -0.4690 3.8365  0.520
H -2.9265 -0.7286 1.5720  0.076
H 0.3860 1.5546 2.6725  0.423